Formula: C13H18Cl2F5N3O6
Source: the OMol25 dataset
Level of theory: the ωB97M-V functional and the def2-TZVPD basis

```
! RIJCOSX wB97M-V def2-TZVPD def2/J DEFGRID3
* xyz 0 1
N 1.636 4.490 2.351
C 1.643 3.032 2.692
C 1.068 2.222 1.469
O 1.959 2.481 0.352
C 1.127 0.622 1.704
C 1.466 -0.013 0.313
C 2.737 -0.566 -0.014
N 2.519 -0.956 -1.354
C 1.281 -0.669 -1.776
C 0.809 -0.959 -3.219
C 1.439 -2.243 -3.844
O 2.598 -2.491 -3.830
Cl 0.390 -3.455 -4.706
N 0.556 -0.079 -0.766
C -0.820 0.440 -0.739
C -1.914 -0.560 -1.289
C -2.907 -1.105 -0.205
C -3.935 -0.065 0.330
F -4.736 -0.749 1.247
F -3.367 0.977 1.047
C -4.926 0.523 -0.739
F -5.791 1.358 -0.055
F -4.337 1.303 -1.687
F -5.733 -0.441 -1.280
H 0.898 4.582 1.643
H 2.493 4.714 1.836
H 1.113 2.810 3.651
H 2.729 2.750 2.830
H 0.025 2.509 1.178
H 2.875 2.301 0.636
H 1.879 0.360 2.483
H 0.107 0.228 1.973
H 3.664 -0.691 0.571
H 3.317 -1.371 -1.833
H 1.165 -0.097 -3.857
H -0.295 -1.006 -3.354
H -1.071 0.684 0.319
H -0.822 1.417 -1.297
H -1.355 -1.459 -1.679
H -2.407 -0.109 -2.187
H -3.504 -1.928 -0.691
H -2.402 -1.575 0.676
O 3.019 -2.755 1.997
Cl 1.766 -3.451 2.223
O 0.678 -2.485 2.182
O 1.794 -4.093 3.510
O 1.572 -4.436 1.186
*
```

largest force on an atom: 4.5 eV Å⁻¹
Kohn-Sham gap: 8.06 eV
total energy: -69151.66231 eV
energy relative to the best compared isomer or geometry (same formula, charge and spin): 0.00 kcal/mol
highest occupied orbital energy: -8.745 eV